*w*
# C2H7OS2

A cluster of 3 separate species, C2H7OS2 in total (ωB97M-V with the def2-TZVPD basis set, the OMol25 dataset).

LUMO energy	0.1339	hartree
E_HOMO	-2.3	eV
total charge	-1
molecular weight	111.211	g mol⁻¹

Last column: Mulliken charge in e.
CARTESIAN COORDINATES (ANGSTROEM)
C1 0.60 -0.60 -2.11  -0.05
O1 0.07 -0.90 -3.15  -0.46
H1 0.86 -1.35 -1.35  0.25
H2 3.89 -7.04 2.73  0.00
H3 0.94 0.42 -1.90  0.24
C2 -1.39 -0.74 0.76  -0.82
S1 0.21 0.07 1.18  -0.23
S2 -0.21 2.01 0.65  -0.70
H4 -1.29 -1.80 1.02  0.26
H5 -1.60 -0.62 -0.29  0.24
H6 -2.09 -0.29 1.45  0.29
H7 4.42 -6.64 2.37  0.00

***

*x*
# C2H7OS2

A cluster of 4 separate species, C2H7OS2 in total (ωB97M-V with the def2-TZVPD basis set, the OMol25 dataset).

LUMO energy	0.1360	hartree
E_HOMO	-2.7	eV
total charge	-1
molecular weight	111.211	g mol⁻¹

Last column: Mulliken charge in e.
CARTESIAN COORDINATES (ANGSTROEM)
C1 0.32 -1.26 -1.47  0.21
O1 1.53 -1.48 -1.60  -0.53
H1 -0.50 -1.95 -1.70  0.25
H2 6.41 -1.96 3.64  0.00
H3 0.09 -0.32 -0.91  -0.02
C2 -2.69 1.52 0.38  -0.69
S1 -1.09 1.79 -0.31  -0.24
S2 -1.31 1.33 -2.39  -0.66
H4 -3.41 1.52 -0.43  0.26
H5 -3.04 2.36 1.08  0.21
H6 -2.83 0.52 0.92  0.21
H7 6.51 -2.07 2.79  0.00

***

*y*
# C2H7OS2

A cluster of 3 separate species, C2H7OS2 in total (ωB97M-V with the def2-TZVPD basis set, the OMol25 dataset).

LUMO energy	0.1408	hartree
E_HOMO	-2.4	eV
total charge	-1
molecular weight	111.211	g mol⁻¹

Last column: Mulliken charge in e.
CARTESIAN COORDINATES (ANGSTROEM)
C1 0.01 2.12 -2.30  -0.05
O1 -0.48 1.39 -3.13  -0.46
H1 -0.60 2.88 -1.81  0.21
H2 2.04 -2.75 1.06  -0.03
H3 1.09 1.98 -2.15  0.25
C2 -0.87 -0.98 1.17  -0.80
S1 0.45 0.03 2.03  -0.20
S2 0.08 1.91 1.14  -0.70
H4 -1.68 -0.27 1.05  0.30
H5 -1.26 -1.71 1.88  0.27
H6 -0.39 -1.36 0.27  0.20
H7 1.58 -3.25 0.79  0.02

***

It comes down to *w*, which is 0.192 eV more stable than the next structure.

***

*w*
# C11H17NO

An isolated molecule of C11H17NO (ωB97M-V with the def2-TZVPD basis set, the OMol25 dataset).

LUMO energy	0.0304	hartree
E_HOMO	-8.0	eV
molecular weight	179.263	g mol⁻¹

Last column: Mulliken charge in e.
CARTESIAN COORDINATES (ANGSTROEM)
C1 1.03 1.11 0.08  0.92
C2 -0.17 0.67 -0.15  0.06
C3 -2.32 -0.30 -0.42  0.54
C4 2.26 0.11 -0.01  -1.20
C5 -1.64 -1.64 -0.56  -0.93
C6 1.94 -0.90 -1.15  -0.79
C7 0.99 -1.99 -0.59  -0.99
C8 -0.31 -1.44 0.06  0.80
C9 1.40 2.56 0.29  -1.56
C10 -0.46 -1.44 1.63  -1.43
C11 -2.12 2.05 0.08  -1.25
N1 -1.48 0.74 -0.15  -0.07
O1 -3.50 -0.05 -0.55  -0.68
H1 3.10 0.70 -0.33  0.50
H2 2.59 -0.22 0.93  0.50
H3 -2.16 -2.40 -0.07  0.42
H4 -1.67 -2.10 -1.65  0.29
H5 1.59 -0.35 -2.00  0.40
H6 2.75 -1.54 -1.39  0.49
H7 0.87 -2.65 -1.48  0.30
H8 1.42 -2.54 0.21  0.34
H9 2.28 2.63 0.95  0.43
H10 0.50 3.10 0.81  0.34
H11 1.59 3.08 -0.65  0.24
H12 -0.24 -2.38 2.05  0.49
H13 -1.49 -1.08 1.80  0.35
H14 0.24 -0.67 1.86  0.37
H15 -1.41 2.87 0.08  0.37
H16 -2.98 2.09 -0.63  0.36
H17 -2.61 1.98 0.96  0.42

***

*x*
# C11H17NO

An isolated molecule of C11H17NO (ωB97M-V with the def2-TZVPD basis set, the OMol25 dataset).

LUMO energy	0.0284	hartree
E_HOMO	-9.2	eV
SMILES	CC(=O)N[C@@H]1[C@H]2C=C[C@]1(C)CCC2
molecular weight	179.263	g mol⁻¹

Last column: Mulliken charge in e.
CARTESIAN COORDINATES (ANGSTROEM)
C1 1.23 2.05 -0.73  -1.12
C2 1.85 0.94 -1.12  -0.44
C3 -0.05 -0.61 2.76  0.66
C4 -0.82 0.90 -2.06  -1.18
C5 -1.23 1.59 -0.74  -0.83
C6 -0.16 -0.54 -1.80  -1.03
C7 0.04 1.70 0.12  0.42
C8 0.52 0.36 0.62  -0.88
C9 1.00 -0.23 -0.73  1.55
C10 -1.24 -1.01 3.67  -1.21
C11 1.90 -1.47 -0.49  -1.79
N1 -0.44 -0.42 1.43  -0.11
O1 1.13 -0.69 3.09  -0.61
H1 1.35 3.10 -1.10  0.32
H2 2.68 0.80 -1.80  0.36
H3 -1.49 1.01 -2.81  0.72
H4 -0.04 1.45 -2.45  0.46
H5 -1.45 2.70 -1.02  0.35
H6 -2.05 1.08 -0.24  0.39
H7 -0.88 -1.36 -1.38  0.28
H8 0.28 -0.92 -2.72  0.44
H9 -0.31 2.41 0.95  0.32
H10 1.31 0.62 1.38  0.54
H11 -0.86 -1.32 4.65  0.32
H12 -1.88 -0.16 3.68  0.33
H13 -1.62 -1.90 3.19  0.33
H14 1.18 -2.29 -0.34  0.38
H15 2.55 -1.41 0.38  0.38
H16 2.69 -1.69 -1.28  0.35
H17 -1.39 -0.28 1.11  0.31

***

It comes down to *x*, which is 1.998 eV more stable than the next structure.

***

*w*
# C2H2OS3

An isolated molecule of C2H2OS3 (ωB97M-V with the def2-TZVPD basis set, the OMol25 dataset).

LUMO energy	-0.0785	hartree
E_HOMO	-9.2	eV
SMILES	OC(=S)C(=S)S
molecular weight	138.238	g mol⁻¹

Last column: Mulliken charge in e.
CARTESIAN COORDINATES (ANGSTROEM)
C1 0.23 -0.02 -0.95  0.43
C2 -0.08 0.05 0.42  0.22
H1 -1.00 1.42 -1.16  0.28
H2 0.45 -0.91 2.57  0.14
O1 -0.63 0.67 -1.72  -0.39
S1 1.19 -1.09 -1.62  -0.26
S2 1.15 -0.97 1.41  -0.14
S3 -1.32 0.84 1.05  -0.29

***

*x*
# C2H2OS3

A structure of composition C2H2OS3 (ωB97M-V with the def2-TZVPD basis set, the OMol25 dataset).

LUMO energy	-0.0332	hartree
E_HOMO	-8.3	eV
molecular weight	138.238	g mol⁻¹

Last column: Mulliken charge in e.
CARTESIAN COORDINATES (ANGSTROEM)
C1 -0.10 1.33 -0.91  -0.18
C2 1.03 1.81 -0.38  -0.36
O1 1.55 -0.54 -1.01  -0.32
S1 0.06 -0.10 -1.94  0.11
S2 2.80 1.47 -2.44  -0.32
S3 2.44 0.68 -0.64  0.30
H1 -1.12 1.73 -0.92  0.36
H2 1.34 2.52 0.36  0.41

***

It comes down to *w*, which is 1.798 eV more stable than the next structure.

***

*w*
# H11O6

A cluster of 6 separate species, H11O6 in total (ωB97M-V with the def2-TZVPD basis set, the OMol25 dataset).

LUMO energy	0.1294	hartree
E_HOMO	-5.2	eV
total charge	-1
molecular weight	107.082	g mol⁻¹

Last column: Mulliken charge in e.
CARTESIAN COORDINATES (ANGSTROEM)
O1 0.60 0.26 -1.38  -1.11
H1 -0.36 0.32 -1.63  0.22
O2 2.60 1.80 -2.16  -0.70
H2 2.27 2.53 -1.58  0.28
H3 1.92 1.12 -1.98  0.41
O3 0.78 -1.66 0.58  -0.63
H4 1.71 -1.62 0.37  0.30
H5 0.33 -1.24 -0.15  0.32
O4 0.02 1.65 0.60  -0.77
H6 0.46 2.13 -0.10  0.22
H7 -0.07 0.84 -0.08  0.40
O5 -1.86 -4.29 0.03  -0.67
H8 -1.41 -4.54 0.81  0.31
H9 -1.76 -3.33 -0.32  0.35
O6 -1.73 2.27 2.68  -0.64
H10 -2.36 1.59 2.34  0.28
H11 -1.14 2.17 1.95  0.43

***

*x*
# H11O6

A cluster of 6 separate species, H11O6 in total (ωB97M-V with the def2-TZVPD basis set, the OMol25 dataset).

LUMO energy	0.1136	hartree
E_HOMO	-5.8	eV
total charge	-1
molecular weight	107.082	g mol⁻¹

Last column: Mulliken charge in e.
CARTESIAN COORDINATES (ANGSTROEM)
O1 0.69 0.83 -0.66  -0.98
H1 1.45 1.44 -0.67  0.19
O2 2.40 -1.38 -1.60  -0.72
H2 1.82 -1.32 -2.39  0.32
H3 1.99 -0.71 -0.99  0.41
O3 -0.38 0.30 -3.01  -0.71
H4 -1.02 -0.35 -2.75  0.27
H5 0.08 0.63 -2.16  0.41
O4 0.42 -0.35 1.47  -0.83
H6 0.52 0.23 0.50  0.39
H7 -0.31 -0.97 1.65  0.18
O5 -5.33 0.11 0.85  -0.66
H8 -5.21 1.07 0.90  0.32
H9 -4.41 -0.20 0.84  0.34
O6 2.54 0.10 3.05  -0.68
H10 2.99 0.69 2.45  0.27
H11 1.75 -0.12 2.53  0.47

***

It comes down to *x*, which is 0.905 eV more stable than the next structure.

***

*w*
# C3H3FN2O2

An isolated molecule of C3H3FN2O2 (ωB97M-V with the def2-TZVPD basis set, the OMol25 dataset).

LUMO energy	0.0085	hartree
E_HOMO	-9.7	eV
SMILES	Nn1cc(F)c(=O)o1
molecular weight	118.067	g mol⁻¹

Last column: Mulliken charge in e.
CARTESIAN COORDINATES (ANGSTROEM)
C1 0.08 -0.88 -0.32  -0.26
C2 1.33 -0.57 -0.20  0.29
C3 1.48 0.87 -0.05  0.54
H1 -2.81 0.32 -0.24  0.26
H2 -1.92 0.32 1.28  0.26
H3 -0.17 -1.93 -0.21  0.37
N1 -1.95 -0.03 0.26  -0.55
N2 -0.76 0.21 -0.48  0.23
O1 2.26 1.82 0.02  -0.56
O2 0.10 1.28 -0.17  -0.30
F1 2.36 -1.41 0.10  -0.27

***

*x*
# C3H3FN2O2

An isolated molecule of C3H3FN2O2 (ωB97M-V with the def2-TZVPD basis set, the OMol25 dataset).

LUMO energy	0.0230	hartree
E_HOMO	-9.5	eV
SMILES	Nn1occ(F)c1=O
molecular weight	118.067	g mol⁻¹

Last column: Mulliken charge in e.
CARTESIAN COORDINATES (ANGSTROEM)
C1 0.44 0.56 -1.52  -0.24
C2 -0.65 1.04 -0.87  0.34
C3 -0.81 0.29 0.36  0.31
H1 0.34 -2.16 1.56  0.26
H2 0.74 -0.62 2.08  0.25
H3 0.93 0.88 -2.43  0.43
N1 0.78 -1.27 1.31  -0.56
N2 0.14 -0.75 0.24  0.39
O1 1.02 -0.46 -0.84  -0.31
O2 -1.52 0.43 1.33  -0.60
F1 -1.41 2.06 -1.23  -0.26

***

It comes down to *x*, which is 0.742 eV more stable than the next structure.